Formula: C41H51NO8P4S4W
Source: the Open Molecules 2025 dataset
Level of theory: ωB97M-V/def2-TZVPD

CARTESIAN COORDINATES (ANGSTROEM)
W1 1.0538 -0.3513 0.2901
S1 -3.3466 2.2845 2.1872
P1 -0.8384 -0.0974 2.1868
C1 0.5068 -1.1817 1.9796
P2 1.5680 -2.3964 1.5382
S2 3.2686 -0.5119 -0.3929
C2 3.0183 -2.6350 2.5711
C3 4.2335 -3.0034 1.9982
C4 5.3482 -3.1852 2.8022
C5 5.2549 -2.9876 4.1727
C6 4.0484 -2.6071 4.7443
C7 2.9286 -2.4311 3.9466
C8 0.7902 -3.9890 1.1997
C9 -0.5985 -4.0514 1.1136
C10 -1.2164 -5.2494 0.7878
C11 -0.4521 -6.3809 0.5342
C12 0.9324 -6.3184 0.6191
C13 1.5554 -5.1252 0.9534
C14 -2.2979 -1.1624 2.3301
C15 -2.5171 -1.9893 3.4261
C16 -3.5835 -2.8783 3.4171
C17 -4.4255 -2.9447 2.3137
C18 -4.2092 -2.1168 1.2190
C19 -3.1486 -1.2248 1.2311
C20 -0.5102 0.7031 3.7902
C21 -1.5388 1.1592 4.6077
C22 -1.2461 1.7785 5.8143
C23 0.0714 1.9524 6.2110
C24 1.1002 1.4896 5.4029
C25 0.8120 0.8613 4.2009
H1 4.3139 -3.1271 0.9248
H2 6.2929 -3.4671 2.3564
H3 6.1283 -3.1231 4.7972
H4 3.9791 -2.4450 5.8119
H5 1.9869 -2.1234 4.3852
H6 -1.1942 -3.1669 1.2979
H7 -2.2968 -5.2932 0.7314
H8 -0.9355 -7.3142 0.2753
H9 1.5293 -7.2001 0.4257
H10 2.6352 -5.0843 1.0247
H11 -1.8544 -1.9393 4.2824
H12 -3.7561 -3.5219 4.2702
H13 -5.2573 -3.6381 2.3117
H14 -4.8735 -2.1519 0.3629
H15 -2.9762 -0.5688 0.3897
H16 -2.5696 1.0203 4.3112
H17 -2.0547 2.1292 6.4424
H18 0.2960 2.4429 7.1496
H19 2.1321 1.6148 5.7067
H20 1.6184 0.5086 3.5712
N1 3.1405 2.9020 -0.9132
C26 1.7565 3.3331 -0.6665
C27 1.5310 4.8352 -0.8691
P3 1.3379 2.8823 1.0564
O1 2.5624 3.5395 1.8770
O2 0.0323 3.4092 1.4781
O3 1.6014 1.3619 1.2091
P4 0.6364 2.3893 -1.7772
O4 1.5980 2.0808 -3.0540
O5 -0.5375 3.1515 -2.2289
O6 0.3886 1.0375 -1.1021
H21 3.7685 3.3964 -0.2881
H22 3.4015 3.1109 -1.8702
H23 3.3811 0.7622 -0.8533
H24 2.2033 5.3985 -0.2185
H25 0.5017 5.1087 -0.6454
H26 1.7436 5.1084 -1.9050
H27 2.2022 4.1296 2.5512
H28 1.1911 2.4875 -3.8296
C28 -5.8114 3.5704 0.2229
C29 -5.1003 2.3339 -0.2902
S3 -3.3625 2.2113 0.2097
O7 -4.2016 -0.0739 -2.1435
C30 -2.7536 3.8147 -0.3446
C31 -2.8147 3.9533 -1.8541
H29 -6.8859 3.4633 0.0702
H30 -5.4900 4.4696 -0.3042
H31 -5.6282 3.7049 1.2910
H32 -5.0998 2.2327 -1.3685
H33 -5.5302 1.4175 0.1114
H34 -1.7309 3.8252 0.0249
H35 -3.3221 4.5746 0.1928
H36 -2.2563 3.1495 -2.3311
H37 -2.3447 4.8916 -2.1478
H38 -3.8424 3.9575 -2.2229
O8 0.2595 -1.5615 -0.9508
S4 -2.8252 -0.6607 -2.0861
C32 -2.1669 -0.5520 -3.7650
C33 -2.9849 -1.5496 -4.5724
C34 -2.9534 -2.8413 -3.7514
C35 -3.1015 -2.4566 -2.2729
H39 -1.1108 -0.8335 -3.7076
H40 -2.2493 0.4895 -4.0734
H41 -2.5784 -1.6921 -5.5742
H42 -4.0072 -1.1786 -4.6686
H43 -1.9898 -3.3438 -3.8968
H44 -3.7354 -3.5366 -4.0576
H45 -2.4034 -2.9868 -1.6149
H46 -4.1146 -2.5880 -1.8910
C36 1.3508 -3.3617 -4.5147
C37 0.8617 -4.1163 -3.4567
C38 0.4877 -3.5052 -2.2700
C39 0.6073 -2.1248 -2.1396
C40 1.1042 -1.3597 -3.1888
C41 1.4686 -1.9862 -4.3724
H47 1.6430 -3.8427 -5.4387
H48 0.7732 -5.1916 -3.5502
H49 0.1138 -4.0856 -1.4364
H50 1.2145 -0.2931 -3.0696
H51 1.8600 -1.3887 -5.1864

Computed properties:
E (eV): -143544.0586
Strongest force on any atom (eV Å⁻¹): 1.63
Kohn-Sham gap (eV): 6.47
Energy relative to the best compared isomer or geometry (same formula, charge and spin) (kJ/mol): 12.9

Results of the Mulliken charge analysis, in e, for atoms 1 through 99: number 1, W, carries 0.0459; number 2, S, carries -0.4648; number 3, P, carries 1.9213; number 4, C, carries -0.2265; number 5, P, carries 0.3973; number 6, S, carries -0.4627; number 7, C, carries 0.7072; number 8, C, carries -0.1683; number 9, C, carries -0.8701; number 10, C, carries -0.4506; number 11, C, carries -0.7470; number 12, C, carries -0.3655; number 13, C, carries 0.6372; number 14, C, carries 0.0346; number 15, C, carries -0.3930; number 16, C, carries -0.6986; number 17, C, carries -0.7372; number 18, C, carries -0.9583; number 19, C, carries -0.0540; number 20, C, carries -0.1878; number 21, C, carries -0.8192; number 22, C, carries -0.7759; number 23, C, carries -1.0149; number 24, C, carries 1.3965; number 25, C, carries 0.9061; number 26, C, carries -0.9142; number 27, C, carries -0.9260; number 28, C, carries -0.5953; number 29, C, carries -1.0053; number 30, C, carries -0.5243; number 31, H, carries 0.4712; number 32, H, carries 0.4077; number 33, H, carries 0.3953; number 34, H, carries 0.4327; number 35, H, carries 0.3615; number 36, H, carries -0.1283; number 37, H, carries 0.4629; number 38, H, carries 0.3983; number 39, H, carries 0.4240; number 40, H, carries 0.4314; number 41, H, carries 0.4957; number 42, H, carries 0.4284; number 43, H, carries 0.4058; number 44, H, carries 0.5405; number 45, H, carries -0.2834; number 46, H, carries 0.5298; number 47, H, carries 0.4223; number 48, H, carries 0.4090; number 49, H, carries 0.4811; number 50, H, carries 0.5568; number 51, N, carries -0.5400; number 52, C, carries 1.0653; number 53, C, carries -1.9479; number 54, P, carries 0.6957; number 55, O, carries -0.5916; number 56, O, carries -0.8517; number 57, O, carries -0.2670; number 58, P, carries 0.7206; number 59, O, carries -0.6618; number 60, O, carries -0.7305; number 61, O, carries -0.8334; number 62, H, carries 0.2915; number 63, H, carries 0.2332; number 64, H, carries 0.1087; number 65, H, carries 0.4627; number 66, H, carries 0.2156; number 67, H, carries 0.4557; number 68, H, carries 0.3905; number 69, H, carries 0.3380; number 70, C, carries -1.2206; number 71, C, carries -0.7631; number 72, S, carries 0.6054; number 73, O, carries -0.7728; number 74, C, carries -0.2351; number 75, C, carries -1.2405; number 76, H, carries 0.4203; number 77, H, carries 0.2678; number 78, H, carries 0.2704; number 79, H, carries 0.4684; number 80, H, carries 0.4773; number 81, H, carries -0.0956; number 82, H, carries 0.6124; number 83, H, carries 0.3397; number 84, H, carries 0.4490; number 85, H, carries 0.3368; number 86, O, carries 2.2360; number 87, S, carries 0.9394; number 88, C, carries -0.0886; number 89, C, carries -0.9575; number 90, C, carries -0.4910; number 91, C, carries -0.3800; number 92, H, carries -0.4882; number 93, H, carries 0.5876; number 94, H, carries 0.4203; number 95, H, carries 0.3429; number 96, H, carries 0.1232; number 97, H, carries 0.4224; number 98, H, carries -0.4928; number 99, H, carries 0.7195